No. 1
C16H36BrN4O3P2 | ωB97M-V/def2-TZVPD

Cartesian coordinates (Å):
C 7.49 0.68 1.78
C 6.21 0.56 2.14
C 5.11 1.32 1.45
C 4.13 2.07 2.38
C 2.69 1.81 2.01
O 1.83 2.70 2.61
C 0.63 2.15 3.16
C -0.48 3.19 3.12
N 2.52 1.80 0.49
P 3.15 3.32 -0.27
C 1.89 4.52 0.22
O 2.81 3.03 -1.85
C 3.20 0.67 0.07
N 2.57 -0.14 -0.77
Br 3.47 -1.62 -1.43
P 0.83 -0.06 -1.40
C -0.17 0.19 0.08
O 0.66 1.39 -2.11
N 4.45 0.36 0.51
H 8.14 -0.19 1.64
H 7.96 1.65 1.63
H 5.91 -0.08 2.97
H 5.59 2.07 0.83
H 4.27 1.76 3.42
H 4.37 3.13 2.36
H 2.44 0.78 2.30
H 0.32 1.28 2.59
H 0.81 1.80 4.18
H -0.07 4.19 3.01
H -1.15 3.01 2.28
H -1.09 3.14 4.02
H 0.88 4.25 -0.08
H 2.20 5.44 -0.28
H 1.95 4.70 1.29
H 3.27 3.69 -2.38
H -1.15 -0.21 -0.19
H -0.29 1.24 0.35
H 0.21 -0.41 0.91
H 1.09 1.38 -2.97
H 4.45 -0.57 0.93
C -2.26 -3.57 -2.22
C -3.44 -3.26 -1.30
N -4.44 -2.42 -1.93
C -5.42 -1.90 -0.99
C -6.34 -2.89 -0.28
C -4.97 -2.90 -3.20
C -5.63 -4.29 -3.22
H -1.82 -2.65 -2.60
H -1.49 -4.11 -1.66
H -2.54 -4.19 -3.06
H -3.07 -2.73 -0.42
H -3.85 -4.21 -0.93
H -6.03 -1.16 -1.52
H -4.87 -1.34 -0.23
H -7.11 -3.28 -0.94
H -6.85 -2.39 0.54
H -5.79 -3.73 0.14
H -4.15 -2.91 -3.92
H -5.67 -2.16 -3.57
H -5.05 -5.03 -2.67
H -5.71 -4.64 -4.25
H -6.63 -4.27 -2.80

## Properties
- spin multiplicity = 1
- HOMO (eV) = -9.776
- E (hartree) = -4332.40699
- Kohn-Sham gap (eV) = 6.58
- total charge = +1

Atom charges from the Mulliken analysis, given in e for atoms 1 to 2: atom 1 (C): -0.802, atom 2 (C): -0.459

No. 2
C16H36Cl2NO9PS2 | ωB97M-V/def2-TZVPD

Cartesian coordinates (Å):
C -3.55 4.09 0.51
C -4.14 2.71 0.99
C -2.95 1.83 1.52
C -2.52 2.17 3.00
C -1.72 0.98 3.65
C -0.19 1.00 3.32
C 0.17 0.18 2.01
C 1.69 0.37 1.77
N 2.23 0.11 0.39
C 3.55 0.91 0.34
C 3.50 2.38 -0.15
C 2.59 3.40 0.58
S 3.45 3.81 2.19
C 1.41 0.56 -0.77
C 0.23 -0.36 -1.27
C 0.67 -1.54 -2.23
C -0.69 -2.25 -2.65
S -0.32 -4.02 -2.99
O -0.49 -4.81 -1.74
O -1.26 -4.49 -4.02
Cl 1.62 -4.26 -3.70
C 2.75 -1.32 0.29
P 1.79 -2.73 0.99
O 2.51 -3.98 0.51
O 0.21 -2.89 0.55
O 1.81 -2.84 2.68
H -2.54 3.95 0.05
H -3.43 4.78 1.38
H -4.22 4.51 -0.27
H -4.97 2.82 1.71
H -4.52 2.20 0.07
H -3.22 0.74 1.51
H -2.07 2.04 0.88
H -3.44 2.29 3.63
H -1.99 3.14 3.06
H -1.81 1.10 4.76
H -2.20 0.00 3.41
H 0.47 0.68 4.15
H 0.10 2.06 3.08
H -0.47 0.64 1.21
H -0.14 -0.87 2.24
H 2.28 -0.28 2.47
H 1.93 1.40 2.16
H 3.96 0.88 1.37
H 4.20 0.37 -0.38
H 4.55 2.77 -0.06
H 3.29 2.46 -1.24
H 2.53 4.36 0.02
H 1.58 3.03 0.87
H 2.54 4.52 2.96
H 0.94 1.55 -0.56
H 2.10 0.61 -1.65
H -0.36 0.31 -1.96
H -0.49 -0.68 -0.50
H 1.27 -2.32 -1.71
H 1.18 -1.18 -3.14
H -1.21 -1.73 -3.48
H -1.35 -2.23 -1.75
H 3.73 -1.34 0.83
H 2.99 -1.49 -0.78
H -0.37 -3.13 1.29
H 2.67 -3.27 2.83
O -3.96 -4.85 -8.06
Cl -3.17 -4.74 -6.85
O -4.05 -4.50 -5.73
O -2.24 -3.64 -6.98
O -2.44 -5.97 -6.64

## Properties
- spin multiplicity = 1
- ΔE to the lowest compared entry with this formula, charge and spin (kcal per mole) = 72.16
- HOMO (eV) = -6.732
- E (hartree) = -3420.86458
- Kohn-Sham gap (eV) = 5.43

Atom charges from the Mulliken analysis, given in e for atoms 1 to 2: atom 1 (C): -0.986, atom 2 (C): -0.632

No. 3
C16H36InN2O7 | ωB97M-V/def2-TZVPD

Cartesian coordinates (Å):
C 5.35 -0.99 2.30
C 4.71 -0.95 3.71
C 4.85 -2.25 4.52
N 4.13 0.08 4.11
In 5.43 1.06 5.52
O 6.75 2.31 4.36
C 7.83 1.74 4.17
N 8.79 1.09 4.03
H 6.16 -1.71 2.30
H 4.58 -1.28 1.59
H 5.76 -0.01 2.09
H 3.87 -2.49 4.91
H 5.54 -2.12 5.34
H 5.16 -3.06 3.86
H 4.55 2.00 6.72
H 6.50 -0.20 6.21
C 2.71 1.78 0.24
O 1.68 1.06 0.88
C 1.77 1.04 2.30
C 0.47 1.43 2.97
O 0.03 2.77 2.79
C -0.38 3.20 1.50
C -1.63 2.55 0.94
O -1.44 1.18 0.62
C -2.46 0.33 1.10
H 3.58 1.13 0.07
H 2.34 2.13 -0.72
H 3.02 2.65 0.83
H 2.57 1.68 2.66
H 2.01 0.02 2.60
H 0.63 1.33 4.05
H -0.33 0.73 2.72
H 0.45 3.15 0.79
H -0.61 4.26 1.62
H -1.89 3.07 0.01
H -2.46 2.68 1.64
H -2.84 0.65 2.08
H -2.03 -0.67 1.23
H -3.28 0.26 0.38
C -2.49 0.98 -3.54
O -2.58 -0.26 -4.20
C -2.22 -1.38 -3.41
C -3.26 -2.49 -3.44
O -4.52 -2.19 -2.87
C -5.37 -1.24 -3.49
C -5.89 -1.60 -4.87
O -4.88 -1.62 -5.86
C -4.89 -2.76 -6.69
H -1.48 1.38 -3.63
H -3.19 1.67 -4.02
H -2.77 0.91 -2.48
H -2.05 -1.08 -2.37
H -1.28 -1.78 -3.80
H -2.86 -3.31 -2.84
H -3.37 -2.88 -4.45
H -4.90 -0.25 -3.50
H -6.23 -1.16 -2.83
H -6.63 -0.84 -5.16
H -6.42 -2.56 -4.82
H -5.17 -3.66 -6.14
H -3.87 -2.90 -7.06
H -5.56 -2.62 -7.54

## Properties
- spin multiplicity = 1
- ΔE to the lowest compared entry with this formula, charge and spin (kcal per mole) = 5.87
- HOMO (eV) = -4.044
- E (hartree) = -1457.40179
- Kohn-Sham gap (eV) = 6.11
- total charge = -1

Atom charges from the Mulliken analysis, given in e for atoms 1 to 2: atom 1 (C): -1.099, atom 2 (C): 0.562

Which of these has the lowest Kohn-Sham gap?
C16H36Cl2NO9PS2

What is the HOMO in the third record?
-4.044 eV